[1]
Here is a cluster of 2 separate species, C3H10N4 in total in a non-equilibrium geometry from OMol25. Energies are from ωB97M-V/def2-TZVPD.

XYZ file:
```
17
Properties=species:S:1:pos:R:3:forces:R:3:lowdin_charge:R:1
C 0.7391 0.6551 1.4920 0.3928 -0.8783 -0.5802 -0.23
N 0.9154 -0.2992 2.4247 -0.1570 0.6558 -0.6423 0.15
N 1.5157 0.8436 0.4505 -1.2194 0.2591 -1.1936 0.13
H 1.5389 -1.0701 2.2444 0.1257 0.0667 -0.0242 0.12
H 0.9935 1.2678 -0.4890 0.2256 -0.4544 1.5015 0.13
H 2.1569 0.0977 0.1910 0.1008 0.1433 0.3056 0.12
H 0.1576 -0.4990 3.0551 -0.0295 0.1275 0.0654 0.12
H -0.1394 1.2816 1.5701 0.0787 0.1687 0.1800 0.15
H -0.7514 -1.0683 0.3471 -0.0587 -0.4601 -0.2838 0.07
C -0.7233 -0.9350 -0.7499 -0.1369 1.7990 -0.5428 -0.49
C -1.0940 0.4815 -1.0968 1.4957 -0.8771 2.6782 -0.36
N -1.8633 -1.4437 -1.3913 -1.2101 -0.3583 -0.3666 -0.06
N -0.3053 1.3240 -1.7252 0.0547 0.2637 -1.3606 -0.05
H -1.9198 -1.1989 -2.3799 0.5742 -0.0845 0.0791 -0.01
H 0.3463 0.8005 -2.3194 0.1385 0.0359 0.1823 0.02
H 0.3079 -1.1769 -1.1365 -0.1801 -0.0437 0.2606 0.09
H -1.8749 0.9396 -0.4869 -0.1952 -0.3631 -0.2586 0.10
```
Forces are in eV/Å.

- Maximum force: 3.19 eV/Å
- ΔE to the lowest compared entry with this formula, charge and spin: 111.6 kcal/mol
- Multiplicity: 1
- Calculated total energy: -9228.743 eV
- Gap between HOMO and LUMO (spin up / spin down): 5.61 / 5.61 eV

[2]
Here is an isolated molecule of C4H7NS3 in a non-equilibrium geometry from OMol25. Energies are from ωB97M-V/def2-TZVPD.

XYZ file:
```
15
Properties=species:S:1:pos:R:3:forces:R:3:lowdin_charge:R:1
C -0.0455 0.1961 1.3826 1.1337 1.6729 1.3513 -0.54
C 1.2156 -0.3740 0.5851 -1.7103 -1.1885 2.1212 -1.03
C -1.3356 -0.0741 0.7695 -2.7793 0.0907 -0.9101 -0.13
C 1.3822 0.5001 -0.6073 -2.6012 1.1223 0.1526 -0.15
N 0.0660 1.0005 2.4111 -0.0981 -2.4403 -1.7975 -0.35
S 0.6950 -2.2123 0.1239 1.6366 1.5067 -1.4630 0.68
S 2.5626 -0.2990 1.8056 -0.0582 -0.1511 0.0706 0.54
S 1.5267 0.9977 3.1743 0.7019 0.1170 -0.4185 0.55
H -1.1533 -0.2534 -0.3303 -0.8318 -0.4448 1.3413 0.06
H -2.0652 0.7710 0.8302 0.9437 -0.1710 0.0632 0.10
H -1.9559 -0.8696 1.3199 1.3407 0.5316 -1.1402 0.12
H 2.0174 0.0896 -1.3285 0.8211 -0.6372 -1.2946 0.05
H 0.3062 0.7042 -0.9967 2.0891 -0.2704 0.0636 0.11
H 1.7938 1.4435 -0.2701 0.0428 0.2657 -0.0093 0.08
H 1.1853 -2.1764 -1.2236 -0.6307 -0.0034 1.8694 -0.09
```
Forces are in eV/Å.

- Maximum force: 3.03 eV/Å
- SMILES string: CC1=NSS[C@@]1(C)S
- ΔE to the lowest compared entry with this formula, charge and spin: 28.1 kcal/mol
- Multiplicity: 1
- Calculated total energy: -38255.909 eV
- Gap between HOMO and LUMO: 8.32 eV

Which value of calculated total energy does entry 2 give? -38255.909 eV